1.
{"formula": "C29H43BBrN7O2PtS4", "method": "the ωB97M-V functional and the def2-TZVPD basis", "spin_multiplicity": 5, "lumo_energy_ev": [-4.9, -8.4], "orbital_gap_ev": [8.310, 5.107], "energy_ha": -5975.057134, "total_charge": 2, "symbols": ["Pt", "C", "C", "C", "C", "N", "C", "C", "N", "B", "N", "C", "C", "N", "C", "S", "C", "C", "C", "C", "N", "C", "C", "N", "C", "S", "C", "C", "C", "C", "C", "S", "H", "H", "H", "H", "H", "H", "H", "H", "H", "H", "H", "H", "H", "H", "H", "H", "H", "H", "H", "H", "H", "H", "H", "H", "H", "H", "H", "H", "H", "H", "H", "H", "H", "H", "Br", "C", "C", "C", "C", "C", "N", "C", "O", "O", "H", "H", "H", "C", "S", "C", "H", "H", "H", "H", "H", "H"], "coordinates": [[0.50491, 0.52965, -0.84304], [2.70821, -4.43715, -1.11592], [1.24219, -4.57988, -1.53473], [0.89526, -6.05107, -1.47145], [1.00139, -3.85840, -2.85457], [0.28197, -3.93084, -0.45331], [-0.80043, -4.58635, 0.18255], [-1.35926, -3.74781, 1.05821], [-0.61924, -2.55072, 1.00832], [-1.05392, -1.28548, 1.76425], [-2.20445, -0.42856, 1.05748], [-3.36921, 0.01992, 1.72746], [-4.20718, 0.56588, 0.85640], [-3.63965, 0.43492, -0.36528], [-2.44694, -0.13391, -0.24736], [-1.38440, -0.25188, -1.63117], [-4.41069, 0.84776, -1.56301], [-5.75277, 1.38228, -1.05884], [-4.63556, -0.46305, -2.34479], [-3.80482, 1.91024, -2.42477], [0.01455, -0.30076, 2.17215], [-0.23236, 1.02220, 2.28140], [0.81438, 1.63951, 2.89841], [1.71653, 0.69166, 3.18244], [1.23295, -0.52443, 2.73299], [2.05705, -1.97621, 2.86462], [3.01479, 0.97406, 3.88193], [3.20904, 0.00393, 5.06846], [4.16407, 0.85785, 2.91211], [3.02133, 2.39677, 4.39566], [0.33354, -2.67853, 0.08165], [1.57562, -1.51060, -0.25055], [3.19802, -5.28900, -1.55616], [2.68981, -4.55304, -0.08371], [3.16378, -3.51455, -1.37295], [1.43380, -6.69949, -2.13448], [-0.17799, -6.27777, -1.62816], [0.98663, -6.52332, -0.47734], [1.48177, -4.37039, -3.68979], [1.31774, -2.89885, -2.64091], [-0.04514, -3.81353, -3.01752], [-1.13613, -5.59744, -0.11431], [-2.14217, -3.96096, 1.72562], [-1.69330, -1.74695, 2.74506], [-3.49106, -0.10348, 2.79303], [-5.12018, 0.97115, 1.20413], [-6.21928, 0.50892, -0.63795], [-6.33289, 1.69564, -1.94871], [-5.61800, 2.21778, -0.38107], [-5.21551, -1.18228, -1.73760], [-3.68795, -0.97257, -2.73657], [-5.29936, -0.32797, -3.15939], [-3.84505, 2.91111, -1.91291], [-4.22911, 1.98525, -3.40531], [-2.74363, 1.75327, -2.66638], [-1.07920, 1.42780, 1.84446], [0.83906, 2.72115, 2.98463], [4.03506, 0.40761, 5.62869], [3.32954, -1.04665, 4.79118], [2.42351, 0.10037, 5.80984], [4.40416, -0.19086, 2.78282], [5.08364, 1.28700, 3.32546], [3.92830, 1.35735, 1.99725], [2.13037, 2.62872, 5.02898], [3.00752, 3.18312, 3.56996], [3.96319, 2.53341, 4.98931], [0.23756, -0.26440, -4.46686], [1.69733, 0.79855, -3.88321], [2.66911, 1.15456, -4.75166], [3.72940, 1.97245, -4.36613], [3.66191, 2.46299, -3.07094], [2.71441, 1.98479, -2.19294], [1.75614, 1.16724, -2.56777], [2.63236, 2.45804, -0.71654], [3.67508, 2.97528, -0.25028], [1.52234, 2.28557, -0.12986], [2.51859, 0.72516, -5.71520], [4.43496, 2.32059, -5.11868], [4.37781, 3.18058, -2.76924], [-1.13688, 4.43719, -1.09570], [-2.01627, 3.21417, -0.04499], [-1.74613, 4.00577, 1.59010], [-0.74532, 3.98489, -1.99169], [-0.31889, 4.76289, -0.38982], [-1.82998, 5.22111, -1.48630], [-2.64999, 4.63157, 1.71998], [-0.85960, 4.61446, 1.42539], [-1.53077, 3.30504, 2.38542]], "lowdin_spin": [1.394, 0.006, 0.001, 0.000, 0.003, 0.029, 0.012, 0.017, 0.016, 0.014, 0.038, 0.038, 0.034, 0.038, 0.044, 0.509, 0.004, 0.000, 0.006, 0.011, 0.070, 0.138, 0.093, 0.085, 0.001, 0.578, 0.005, 0.010, 0.005, 0.000, 0.030, 0.341, 0.000, 0.001, 0.003, 0.000, 0.000, 0.000, 0.000, 0.001, 0.000, 0.001, 0.001, 0.003, 0.002, 0.002, 0.000, 0.000, 0.000, 0.000, 0.004, 0.000, 0.000, 0.000, 0.007, 0.006, 0.004, 0.000, 0.006, 0.000, 0.002, 0.000, 0.000, 0.000, 0.000, 0.000, 0.003, 0.010, 0.005, -0.003, 0.005, 0.013, 0.158, 0.010, 0.026, 0.126, 0.001, 0.000, 0.001, 0.001, 0.028, 0.003, 0.000, 0.000, 0.000, 0.001, 0.000, 0.001]}

2.
{"formula": "C29H43BrN2O3PS4V", "method": "the ωB97M-V functional and the def2-TZVPD basis", "spin_multiplicity": 4, "lumo_energy_ev": [1.9, 1.9], "orbital_gap_ev": [4.496, 4.937], "energy_ha": -6918.386112, "total_charge": -1, "symbols": ["V", "N", "C", "O", "C", "C", "H", "H", "H", "H", "H", "H", "O", "C", "S", "C", "C", "S", "S", "S", "Br", "C", "C", "C", "C", "N", "C", "H", "H", "H", "H", "O", "P", "C", "C", "C", "C", "C", "C", "C", "C", "C", "C", "C", "C", "C", "C", "C", "C", "C", "C", "H", "H", "H", "H", "H", "H", "H", "H", "H", "H", "H", "H", "H", "H", "H", "H", "H", "H", "H", "H", "H", "H", "H", "H", "H", "H", "H", "H", "H", "H", "H", "H", "H"], "coordinates": [[-0.35535, 0.68169, 2.68049], [-3.57640, 2.67834, 0.40513], [-3.04479, 1.90693, 1.39020], [-1.85790, 1.99967, 1.65711], [-4.00014, 0.99037, 2.11390], [-3.48896, -0.43074, 2.34382], [-2.98590, 3.38578, -0.00114], [-4.56409, 2.70573, 0.23547], [-4.94724, 0.92984, 1.57344], [-4.21330, 1.46282, 3.07526], [-3.40850, -0.94777, 1.38168], [-4.24447, -0.96191, 2.93953], [6.46242, 0.48239, 2.19462], [5.28341, 0.54902, 2.47049], [4.32757, 2.02786, 2.39768], [2.76558, 1.33772, 2.84274], [2.74918, 0.01301, 3.09662], [1.35380, -0.98148, 3.44734], [4.30508, -0.81654, 2.99914], [1.41336, 2.44589, 2.89896], [-2.22888, 0.75649, 6.98398], [-2.02249, -0.35838, 5.44937], [-1.88308, -1.68843, 5.61302], [-1.68350, -2.44709, 4.39280], [-1.81127, -1.89340, 3.18514], [-2.17735, -0.51398, 2.99032], [-1.95707, 0.33000, 4.20420], [-1.84843, -2.15646, 6.58367], [-1.37053, -3.48227, 4.45020], [-1.64332, -2.44700, 2.26937], [-2.48589, 1.27403, 4.16187], [0.27633, 0.41480, 0.64111], [0.38521, 0.34636, -0.84260], [2.13038, 0.02520, -1.31468], [2.44528, -0.57248, -2.69357], [2.33482, -2.09528, -2.73724], [3.15491, -2.75417, -1.62903], [2.77548, -2.21254, -0.25323], [2.90212, -0.69817, -0.20086], [-0.16108, 1.93576, -1.59540], [0.21143, 2.23299, -3.06065], [1.60315, 2.83914, -3.25672], [1.83997, 4.03585, -2.33850], [1.58158, 3.67768, -0.87853], [0.17173, 3.13410, -0.68622], [-0.88343, -0.84248, -1.41977], [-1.08972, -1.02527, -2.93665], [-1.82939, -2.33677, -3.23857], [-2.86736, -2.62427, -2.15883], [-2.18178, -2.90593, -0.80981], [-0.82938, -2.18803, -0.68919], [2.50180, 1.05318, -1.30475], [3.48295, -0.30300, -2.92255], [1.83768, -0.11970, -3.48141], [2.66372, -2.45075, -3.71822], [1.28840, -2.39558, -2.63911], [4.21786, -2.55494, -1.80938], [3.02835, -3.83964, -1.66703], [3.41304, -2.64325, 0.52068], [1.75537, -2.50454, 0.00730], [3.95803, -0.42664, -0.31653], [2.58015, -0.32201, 0.76836], [-1.25120, 1.80396, -1.55783], [-0.52107, 2.96158, -3.42932], [0.09455, 1.34762, -3.68954], [1.70976, 3.13794, -4.30356], [2.37598, 2.08955, -3.07798], [1.16316, 4.84902, -2.63018], [2.85762, 4.41097, -2.47068], [1.71198, 4.55029, -0.23640], [2.31400, 2.95048, -0.51572], [-0.54006, 3.93495, -0.93585], [0.02116, 2.87085, 0.35949], [-1.76976, -0.32704, -1.01877], [-0.14073, -1.01500, -3.47395], [-1.67283, -0.18373, -3.32120], [-1.11511, -3.16531, -3.27777], [-2.29254, -2.28079, -4.22605], [-3.50299, -3.46467, -2.44411], [-3.52888, -1.75550, -2.07058], [-2.02623, -3.98050, -0.68801], [-2.83818, -2.59975, 0.00770], [-0.04803, -2.81286, -1.12235], [-0.55973, -2.03380, 0.35782]], "lowdin_spin": [2.796, 0.006, 0.012, 0.019, 0.002, 0.000, 0.000, 0.000, 0.000, 0.001, 0.000, -0.001, 0.000, 0.000, 0.002, 0.012, 0.010, 0.016, 0.001, 0.020, 0.004, 0.013, -0.010, 0.014, -0.002, 0.007, 0.019, -0.001, 0.001, 0.000, 0.007, 0.034, 0.007, 0.001, 0.000, 0.000, 0.000, 0.000, 0.000, 0.001, 0.000, 0.000, 0.000, 0.001, 0.000, 0.001, 0.000, 0.000, 0.000, 0.000, 0.000, 0.000, 0.000, 0.000, 0.000, 0.000, 0.000, 0.000, 0.000, 0.000, 0.000, 0.000, 0.000, 0.000, 0.000, 0.000, 0.000, 0.000, 0.000, 0.000, 0.000, 0.000, 0.000, 0.000, 0.000, 0.000, 0.000, 0.000, 0.000, 0.000, 0.000, 0.000, 0.000, 0.001]}